Entry 1:
Molecular formula: C20H55Cl2N2O10S8
Method: DFT, the ωB97M-V functional and the def2-TZVPD basis

Last column: Mulliken charge in e.
Atoms and positions in Å:
Cl 3.03 0.50 1.45  -0.244
Cl 1.32 -2.26 0.37  -0.351
S 3.02 3.56 -3.42  0.569
S 0.14 -2.93 -6.38  0.591
S -4.29 3.01 7.08  0.498
S 4.97 -9.00 -4.27  0.469
S -1.85 5.20 -7.52  0.478
S 0.28 2.32 4.91  0.312
S 4.68 -5.65 -0.41  0.529
S -7.94 1.06 9.93  0.501
O 0.39 1.69 3.56  -0.480
O -1.10 -3.59 -6.91  -0.681
O -6.86 2.09 9.82  -0.556
O 4.44 -9.27 -2.89  -0.600
O -3.33 4.11 6.73  -0.605
O 2.83 0.08 -3.30  -0.018
O -0.80 5.97 -6.78  -0.597
O 5.17 -4.64 -1.40  -0.587
O 2.49 3.30 -2.04  -0.609
O 2.87 0.18 -5.42  -0.314
N 3.59 0.15 -4.43  0.052
N 3.24 -0.94 -1.03  -0.558
C 3.58 -4.78 0.74  -0.885
C 6.00 -5.94 0.79  -0.970
C -1.79 3.49 -6.93  -0.935
C 3.55 -8.73 -5.36  -0.883
C 1.77 -0.81 -0.70  0.042
C 1.55 -3.67 -7.23  -0.875
C 1.60 3.83 -4.51  -1.036
C -3.45 5.60 -6.78  -0.908
C 3.50 -1.01 -2.52  -0.331
C 1.59 0.53 0.22  0.359
C -4.18 2.74 8.86  -0.745
C -7.40 -0.17 11.14  -1.001
C -1.42 2.10 5.49  -0.952
C 0.17 4.11 4.68  -0.954
C -5.95 3.73 7.10  -0.832
C 0.28 -1.31 -7.17  -0.797
C 0.13 0.61 1.02  -0.752
C 3.61 5.27 -3.45  -1.065
C -9.27 1.75 10.94  -0.993
C 5.56 -7.29 -4.30  -0.831
H -2.62 2.92 -7.36  0.398
H 5.64 -6.57 1.59  0.351
H -1.56 2.65 6.42  0.327
H 2.69 -4.46 0.20  0.157
H -4.23 4.96 -7.22  0.342
H -0.84 3.05 -7.24  0.297
H -10.02 0.98 11.14  0.386
H 4.66 -0.81 -2.67  0.178
H -6.66 2.98 7.47  0.244
H 1.95 4.15 -5.49  0.403
H 0.20 -1.41 -8.26  0.384
H -7.11 0.32 12.07  0.301
H 4.49 5.35 -2.80  0.328
H 4.09 -3.90 1.14  0.359
H 6.44 -7.22 -3.65  0.281
H -8.21 -0.88 11.33  0.403
H -3.19 2.33 9.09  0.349
H -3.68 6.65 -6.99  0.312
H 1.40 -3.63 -8.32  0.312
H 1.13 4.46 4.28  0.331
H 0.95 4.59 -4.08  0.393
H 2.89 -7.97 -4.93  0.272
H -6.54 -0.71 10.73  0.321
H 6.36 -4.99 1.19  0.311
H 5.85 -7.03 -5.32  0.378
H 3.00 -9.67 -5.45  0.326
H -1.85 3.47 -5.84  0.315
H 3.90 5.54 -4.47  0.361
H 2.83 5.94 -3.09  0.306
H -0.54 -0.68 -6.82  0.263
H -1.59 1.04 5.66  0.373
H -0.02 4.59 5.64  0.370
H -5.97 4.61 7.74  0.275
H -0.62 4.34 3.97  0.288
H -6.22 4.01 6.08  0.350
H -3.41 5.45 -5.70  0.299
H 3.29 -5.45 1.55  0.421
H -2.12 2.46 4.73  0.320
H 3.90 -8.42 -6.34  0.334
H 1.64 -4.71 -6.92  0.269
H -4.30 3.69 9.39  0.301
H 1.79 1.52 -0.42  -0.106
H -9.73 2.58 10.39  0.316
H 0.25 0.14 2.11  0.206
H 2.47 -3.13 -6.97  0.325
H 3.29 -2.06 -2.99  0.139
H 4.78 -6.62 -3.94  0.248
H -4.94 2.03 9.17  0.193
H -0.61 -0.07 0.41  0.263
H 1.06 2.89 -4.60  0.327
H 1.05 -0.83 -1.63  0.277
H 1.23 -0.85 -6.91  0.220
H -0.29 1.71 1.08  0.231
H -8.86 2.13 11.88  0.316
H 6.83 -6.45 0.27  0.302

gap between HOMO and LUMO	3.9	eV
HOMO energy	-2.639	eV
E_tot	-156802.421	eV
net charge	-1



Entry 2:
Molecular formula: C20H55I2NO14P2SSi2
Method: DFT, the ωB97M-V functional and the def2-TZVPD basis

Last column: Mulliken charge in e.
Atoms and positions in Å:
I -2.41 4.50 -0.27  -0.081
I 0.14 -2.55 -3.81  -0.038
S -1.02 -0.24 0.97  1.322
P 2.20 1.04 -4.24  0.771
P -0.82 -0.83 -5.23  -0.078
Si -2.00 3.10 -4.92  0.007
Si -0.05 0.97 -4.04  0.176
O 1.80 2.26 6.27  -0.562
O 4.19 4.72 -3.08  -0.561
O -0.52 2.39 -4.76  -0.091
O 0.09 -1.07 1.32  -0.600
O -0.43 1.22 0.79  -0.405
O 0.57 -7.59 1.90  -0.555
O 2.86 -0.21 -3.80  -0.619
O -2.41 -0.92 -4.75  -0.409
O -0.51 4.34 -2.51  -0.381
O 2.62 2.33 -3.34  -0.430
O 0.88 -4.13 2.46  -0.371
O -2.18 -0.13 1.81  -0.702
O -5.46 2.83 -1.78  -0.442
O 2.56 1.54 -5.72  -0.506
N -3.08 2.05 -5.75  -0.513
C -0.31 0.96 -2.18  -0.259
C -7.09 2.56 -0.01  -1.545
C 2.58 -3.08 3.83  -1.149
C 2.66 4.88 -1.20  -0.970
C -2.68 3.59 -3.22  -0.026
C -1.68 0.44 -1.67  -0.610
C 4.07 5.12 -1.71  0.453
C -5.53 0.68 -0.66  -1.072
C 0.33 -3.71 4.78  -1.256
C 5.11 4.42 -0.86  -1.302
C -1.59 -0.71 -0.66  -1.230
C 2.74 0.02 6.36  -1.078
C 0.93 0.61 4.72  -0.671
C 2.92 -8.11 1.62  -1.191
C -1.65 4.13 -2.29  0.178
C 1.42 -4.06 3.78  0.609
C 1.52 -7.34 -0.32  -1.182
C 1.54 -8.11 0.99  0.375
C -5.71 2.19 -0.53  0.623
C 1.51 0.87 6.10  0.231
H -3.72 1.52 -5.16  0.211
H -1.14 1.88 0.89  0.228
H -2.22 1.26 -1.17  0.016
H 0.64 -0.44 4.60  -0.090
H -2.59 -1.10 -0.45  0.544
H 2.42 3.81 -1.24  0.039
H 3.25 2.22 -5.73  0.337
H -0.07 -2.72 4.55  0.108
H 4.27 6.20 -1.72  0.330
H 2.92 -8.68 2.56  0.302
H 0.72 -3.69 5.80  0.399
H -0.95 -1.52 -1.00  0.233
H 0.50 0.32 -1.80  0.907
H 0.81 -6.67 2.08  0.298
H -6.12 2.52 -2.41  0.323
H -3.39 4.41 -3.41  0.548
H 4.94 3.34 -0.88  0.296
H 3.03 -3.05 4.82  0.391
H -5.67 0.18 0.30  0.406
H 1.22 -9.14 0.81  0.318
H 1.79 -5.07 3.99  0.353
H -7.18 3.64 0.09  0.358
H -2.33 0.13 -2.48  0.617
H 4.07 3.77 -3.12  0.371
H 0.05 1.22 4.54  0.345
H 3.66 -8.55 0.95  0.387
H 2.51 -1.04 6.27  0.174
H 6.11 4.61 -1.24  0.334
H 3.13 0.21 7.36  0.350
H -4.95 2.58 0.14  0.111
H -7.86 2.20 -0.69  0.380
H -3.27 2.83 -2.72  -0.181
H 0.75 0.66 6.85  0.302
H -4.53 0.45 -1.03  0.052
H -7.27 2.11 0.97  0.394
H -2.53 -1.42 -3.93  0.309
H 0.55 -3.26 2.24  0.228
H -1.82 4.33 -5.71  -0.192
H -0.10 1.95 -1.78  0.201
H 2.47 2.50 5.62  0.350
H 0.52 -7.36 -0.75  0.298
H 1.92 5.41 -1.81  0.267
H 2.22 -7.75 -1.03  0.376
H 1.89 2.96 -3.22  0.310
H -3.66 2.57 -6.41  0.294
H 2.23 -2.08 3.57  0.090
H 1.66 0.84 3.94  0.347
H 3.23 -7.09 1.85  0.253
H -6.26 0.27 -1.37  0.376
H 3.52 0.26 5.64  0.327
H 1.79 -6.29 -0.13  0.283
H -0.48 -4.43 4.73  0.341
H 5.06 4.75 0.18  0.377
H 2.55 5.21 -0.16  0.471
H 3.35 -3.36 3.11  0.341

gap between HOMO and LUMO	8.6	eV
structure (SMILES)	N[Si@@H](CC(=O)I)O[Si@@](CCCS(=O)(=O)O)(P(O)I)P(=O)(O)O.CC(C)O.CC(C)O.CC(C)O.CC(C)O.CC(C)O
HOMO energy	-8.996	eV
E_tot	-113164.140	eV



Entry 3:
Molecular formula: C20H55N5O5
Method: DFT, the ωB97M-V functional and the def2-TZVPD basis

Last column: Mulliken charge in e.
Atoms and positions in Å:
O 2.82 -3.81 0.05  -0.317
O -2.39 -0.53 0.12  -0.377
O 1.88 2.53 -4.42  -0.251
O 0.53 0.41 2.05  -0.152
O -3.68 1.57 4.23  -0.257
N 4.70 -6.83 1.18  -0.702
N -2.47 -0.48 -2.75  -0.815
N 1.32 1.15 -0.51  -0.218
N -0.42 3.27 -5.75  -0.788
N -2.86 -0.16 6.40  -0.778
C 0.77 2.79 -6.51  0.666
C 4.02 -5.92 0.22  0.529
C 0.32 -0.17 3.30  -0.772
C -1.36 1.74 -2.66  -1.236
C -2.75 -0.39 1.47  -0.795
C 0.72 3.38 -7.91  -1.421
C 0.95 3.19 0.79  -1.312
C -3.38 -0.62 5.12  1.819
C -2.24 0.71 -0.55  -0.463
C -4.07 -1.97 5.29  -1.675
C 1.81 1.91 0.66  0.428
C -4.56 2.58 3.83  -0.841
C -4.38 0.38 4.59  -0.946
C 2.55 3.21 -3.37  -0.152
C -1.65 0.44 -1.91  0.546
C 3.57 -2.67 -0.30  -0.536
C 3.47 -4.68 0.94  -0.797
C 2.95 -6.71 -0.54  -1.408
C 1.75 1.07 1.96  -1.006
C 1.99 3.17 -5.68  -0.852
H 4.48 -2.87 -0.88  0.295
H -2.02 -0.68 6.63  0.280
H 2.90 2.81 -6.19  0.347
H 3.93 -2.18 0.62  0.282
H 2.63 -6.05 -1.35  0.326
H -0.16 2.93 -8.37  0.360
H -2.35 -1.40 -2.33  0.315
H -3.44 -0.26 -2.54  0.333
H -0.53 2.25 -2.16  0.300
H 1.48 4.07 0.44  0.328
H -4.06 3.50 3.53  0.276
H -5.21 0.54 5.30  0.547
H -4.69 -2.23 4.44  0.347
H 4.81 -5.58 -0.45  0.199
H 2.21 2.77 -2.43  -0.399
H -2.14 2.51 -2.68  0.327
H 2.78 -4.95 1.75  0.354
H -1.61 1.41 0.02  0.056
H 2.37 4.28 -3.44  0.350
H -1.03 1.48 -3.66  0.355
H 5.13 -6.25 1.90  0.252
H -2.61 -0.76 4.35  -0.678
H 0.71 1.69 -6.54  0.244
H 1.98 1.73 2.81  0.459
H -0.70 -0.10 -1.83  0.154
H 0.42 0.79 -0.19  -0.153
H 1.93 0.39 -0.76  0.117
H 2.10 4.25 -5.58  0.351
H -4.57 -2.04 6.26  0.423
H 0.43 0.54 4.13  0.352
H -4.83 0.03 3.65  0.236
H 0.70 3.38 1.84  0.446
H -0.67 -0.60 3.40  0.004
H 4.03 -7.40 1.67  0.271
H 1.54 2.98 -8.51  0.377
H -3.22 1.19 -0.65  0.480
H -2.46 -1.28 2.02  0.343
H 3.63 3.05 -3.39  0.350
H -5.12 2.29 2.92  0.311
H -2.29 0.47 1.96  0.266
H -0.24 2.99 -4.79  0.168
H 2.85 2.15 0.45  0.516
H 2.95 -1.97 -0.85  0.089
H 1.08 -0.94 3.54  0.361
H 2.15 -6.99 0.14  0.353
H -2.51 0.79 6.31  0.279
H -5.26 2.84 4.64  0.336
H 0.02 3.07 0.24  0.159
H 2.61 0.38 1.88  0.271
H -3.37 -2.81 5.42  0.407
H 0.63 4.46 -7.91  0.348
H 3.44 -7.56 -1.01  0.403
H -3.84 -0.25 1.55  0.303
H -1.26 2.80 -6.08  0.310
H 4.36 -4.22 1.39  0.391

gap between HOMO and LUMO	9.5	eV
structure (SMILES)	COC[C@H](C)N.COC[C@H](C)N.COC[C@H](C)N.COC[C@H](C)N.COC[C@H](C)N
HOMO energy	-8.918	eV
E_tot	-39316.873	eV
ΔE to the lowest compared entry with this formula, charge and spin	70.24	kJ/mol



Entry 4:
Molecular formula: C20H55O7S6
Method: DFT, the ωB97M-V functional and the def2-TZVPD basis

Last column: Mulliken charge in e.
Atoms and positions in Å:
S -0.87 5.15 -7.74  0.481
S 6.18 -2.31 -0.60  0.461
S 4.81 4.70 1.16  0.453
S -7.30 -0.42 0.35  0.473
S 1.12 -4.78 1.05  0.520
S -3.24 -1.82 -7.71  0.468
O 5.25 3.30 1.38  -0.562
O 1.57 -4.51 -0.36  -0.595
O -0.23 0.34 -1.84  -0.896
O -7.70 0.26 -0.96  -0.619
O 5.65 -2.59 -2.01  -0.578
O -1.45 6.44 -8.31  -0.626
O -1.83 -1.90 -7.18  -0.580
C 2.55 -1.36 6.44  -0.573
C 3.45 -0.16 6.51  -1.167
C 7.72 -1.21 -0.78  -0.906
C -2.21 3.79 -7.80  -0.907
C -1.14 0.01 5.83  -0.161
C 0.14 -0.47 6.52  -0.691
C -2.09 0.61 6.85  -1.302
C -0.91 1.26 -0.96  -0.344
C -6.40 0.82 1.34  -0.858
C 4.41 4.72 -0.69  -0.960
C -0.72 -4.94 0.87  -0.928
C -3.52 -3.52 -8.38  -0.904
C -0.90 5.46 -5.89  -0.885
C 3.12 4.94 1.78  -0.890
C 5.24 -0.97 0.28  -0.912
C -4.36 -1.70 -6.24  -0.851
C 1.25 -1.14 5.68  -0.524
C -0.75 1.05 0.53  -0.794
C -5.86 -1.40 -0.08  -0.877
C 1.54 -6.53 1.47  -0.911
H -5.85 0.43 2.20  0.341
H 5.63 -0.71 1.27  0.351
H 3.19 -2.09 5.95  0.313
H -7.11 1.58 1.66  0.296
H -0.60 2.27 -1.22  0.145
H -4.19 -0.75 -5.74  0.301
H -5.20 -0.83 -0.73  0.309
H 0.93 -2.13 5.32  0.292
H -1.17 -4.08 0.38  0.339
H 1.22 -7.26 0.73  0.311
H -0.09 -1.10 7.39  0.331
H 2.42 -1.79 7.43  0.346
H -5.35 -1.81 0.79  0.334
H -0.50 6.43 -5.59  0.318
H -1.24 0.18 0.97  0.213
H 3.97 0.14 5.60  0.300
H -1.18 -5.12 1.84  0.337
H -0.85 0.72 5.05  0.288
H 4.19 -1.22 0.42  0.379
H 5.24 -0.12 -0.40  0.272
H -2.08 3.27 -8.75  0.303
H -3.09 0.84 6.49  0.370
H 4.21 -0.41 7.24  0.339
H 0.31 0.86 0.71  0.218
H -1.63 -0.86 5.39  0.243
H -0.92 -5.88 0.35  0.296
H -0.33 4.70 -5.35  0.366
H 2.58 -6.67 1.76  0.328
H -1.97 1.31 -1.23  0.124
H -5.40 -1.71 -6.57  0.339
H -5.61 1.23 0.72  0.290
H -2.91 -3.88 -9.21  0.317
H -1.84 1.54 7.34  0.330
H -4.55 -3.65 -8.71  0.326
H 7.56 -0.53 -1.61  0.310
H 3.78 3.90 -1.01  0.328
H 3.00 0.69 7.02  0.329
H 2.52 5.78 1.42  0.349
H 8.44 -2.00 -1.00  0.288
H 0.69 0.38 6.94  0.256
H -2.18 3.05 -7.00  0.350
H -2.31 -0.11 7.65  0.332
H 4.00 5.68 -1.01  0.362
H 2.45 4.09 1.68  0.311
H -1.05 1.87 1.18  0.350
H -3.31 -4.20 -7.56  0.287
H -4.18 -2.50 -5.52  0.296
H -6.16 -2.27 -0.65  0.307
H 1.44 -0.62 4.75  0.346
H -3.16 4.32 -7.83  0.323
H 0.99 -6.67 2.39  0.301
H 5.37 4.68 -1.20  0.306
H 8.04 -0.64 0.09  0.336
H -1.95 5.41 -5.58  0.277
H 3.26 5.12 2.84  0.297

gap between HOMO and LUMO	4.3	eV
HOMO energy	-2.195	eV
E_tot	-100967.568	eV
ΔE to the lowest compared entry with this formula, charge and spin	219.19	kJ/mol
net charge	-1



Entry 5:
Molecular formula: C20H56N2O10
Method: DFT, the ωB97M-V functional and the def2-TZVPD basis

Last column: Mulliken charge in e.
Atoms and positions in Å:
O -0.49 1.01 2.67  -0.439
O -3.34 -2.17 7.82  -0.515
O -4.77 6.48 2.76  -0.524
O -5.24 3.74 0.27  -0.452
O 2.79 -0.42 -1.89  -0.548
O -2.25 -0.05 3.52  -0.439
O 7.48 -0.74 -2.22  -0.443
O 0.87 0.33 -3.93  -0.486
O -1.32 -2.56 -1.62  -0.512
O 4.98 -4.90 -0.72  -0.391
N -1.11 0.23 0.22  -0.491
N -1.47 -0.62 1.36  -0.134
C -3.43 1.03 0.16  -1.110
C 5.88 -5.82 -0.11  -0.264
C -7.04 7.32 2.78  -1.027
C 0.48 -1.84 -4.91  -0.804
C -2.90 -0.86 8.16  -0.252
C 8.72 1.21 -2.97  -1.051
C -6.52 4.29 -0.05  -0.329
C 0.26 -4.23 -0.89  -1.301
C -2.14 0.55 -0.46  1.012
C -6.36 5.60 -0.80  -0.943
C -6.13 6.13 3.00  0.060
C -0.19 -3.33 -2.02  0.519
C 0.91 -0.41 -5.15  -0.288
C 4.34 -2.14 -1.17  -0.946
C 6.64 -6.61 -1.16  -1.037
C 3.92 -1.21 -2.29  -0.089
C -1.32 0.20 2.58  0.400
C -1.98 0.47 -1.97  -0.978
C -2.13 -0.23 7.01  -0.894
C 7.94 0.56 -1.84  -0.208
H -3.79 -0.27 8.39  0.282
H 7.06 1.15 -1.59  0.257
H 8.57 0.47 -0.94  0.285
H 4.74 -0.54 -2.56  0.189
H 1.15 -2.32 -4.19  0.127
H 6.57 -5.24 0.51  0.287
H -7.09 4.44 0.87  0.254
H 1.92 -0.37 -5.57  0.272
H 0.53 -3.64 -0.01  0.312
H -8.08 7.05 2.96  0.309
H 0.49 -2.42 -5.84  0.408
H -3.31 1.41 1.18  0.252
H 3.05 0.09 -1.11  0.259
H -2.56 -2.70 7.63  0.294
H -1.98 -0.60 -2.19  0.242
H 5.32 -6.50 0.54  0.249
H -3.85 1.85 -0.43  0.298
H -1.25 -0.83 6.77  0.300
H 5.19 -2.75 -1.47  0.273
H 9.59 0.60 -3.24  0.317
H 1.48 -0.11 -3.31  0.272
H -4.21 0.25 0.21  0.255
H -0.97 0.84 -2.19  0.326
H -0.54 -4.91 -0.59  0.304
H -7.33 6.02 -1.06  0.332
H -6.38 5.32 2.32  -0.148
H 9.06 2.20 -2.69  0.334
H 1.13 -4.83 -1.19  0.349
H 8.26 -1.27 -2.43  0.259
H 7.20 -5.93 -1.81  0.259
H 8.10 1.29 -3.86  0.282
H 3.63 -1.77 -3.18  0.259
H -5.79 5.45 -1.72  0.341
H -2.74 -0.18 6.12  0.208
H -1.80 0.78 7.27  0.337
H -3.08 -0.18 3.02  0.339
H -2.76 1.03 -2.49  0.366
H -6.94 7.69 1.77  0.261
H -7.05 3.56 -0.67  0.346
H 4.60 -1.58 -0.28  0.300
H -0.48 -3.92 -2.89  0.446
H -4.53 7.19 3.37  0.301
H -0.74 -1.32 1.38  0.164
H -4.78 4.39 0.82  0.302
H 0.61 -2.64 -2.31  -0.364
H 3.51 -2.80 -0.90  0.255
H 7.34 -7.30 -0.70  0.348
H -2.29 -0.91 9.06  0.250
H -5.81 6.33 -0.20  0.220
H -1.06 -2.03 -0.86  0.190
H -6.22 5.75 4.03  0.338
H 5.96 -7.17 -1.79  0.330
H -6.77 8.14 3.46  0.365
H 0.23 0.08 -5.85  0.333
H 4.36 -5.41 -1.25  0.208
H -0.52 -1.88 -4.48  0.175

gap between HOMO and LUMO	9.4	eV
structure (SMILES)	CC(C)=NNC(=O)O.CCO.CCO.CCO.CCO.CCO.CCO.CCO.CCO
HOMO energy	-8.784	eV
E_tot	-45099.315	eV
ΔE to the lowest compared entry with this formula, charge and spin	62.83	kJ/mol